{
  "formula": "C6H11N4",
  "method": "the ωB97M-V functional and the def2-TZVPD basis",
  "homo_lumo_gap_ev": [6.78, 6.78],
  "charge": 1,
  "de_lowest_kj_mol": 726.9,
  "species": ["C", "C", "C", "C", "C", "C", "N", "N", "N", "N", "H", "H", "H", "H", "H", "H", "H", "H", "H", "H", "H"],
  "positions_angstrom": [[-1.565, -0.502, -2.166], [-1.350, -0.218, 0.755], [-1.955, -0.072, 1.990], [1.990, 1.280, -0.340], [1.409, -1.002, 0.769], [1.006, 0.462, 0.510], [-0.520, 0.235, -1.890], [-1.972, -1.403, -1.197], [-1.860, -1.303, 0.000], [-0.390, 0.573, 0.226], [-2.126, -0.672, -3.127], [-1.908, 0.873, 2.691], [-2.654, -0.899, 2.195], [1.520, 2.113, -1.017], [2.556, 1.862, 0.468], [2.672, 0.735, -0.875], [2.446, -1.126, 0.906], [1.248, -1.449, -0.213], [0.684, -1.571, 1.388], [1.009, 1.025, 1.519], [-0.240, 1.059, -2.593]]
}

{
  "formula": "C4H10N3",
  "method": "the ωB97M-V functional and the def2-TZVPD basis",
  "homo_lumo_gap_ev": [8.46, 8.46],
  "charge": 1,
  "de_lowest_kj_mol": 551.7,
  "species": ["C", "C", "C", "C", "N", "N", "N", "H", "H", "H", "H", "H", "H", "H", "H", "H", "H"],
  "positions_angstrom": [[1.225, -0.651, 1.481], [-0.270, -1.067, 1.181], [-0.852, -0.289, 0.138], [1.427, 0.404, -1.914], [1.767, -0.228, 0.446], [1.178, 0.189, -0.559], [-1.160, 1.151, 0.532], [1.696, -0.955, 2.434], [-0.215, -2.172, 0.863], [-0.768, -0.972, 2.146], [-1.614, -0.717, -0.588], [2.434, 0.639, -1.975], [1.203, -0.451, -2.609], [0.765, 1.394, -2.085], [-1.938, 1.194, 1.316], [-1.451, 1.821, -0.311], [-0.194, 1.599, 0.808]]
}

{
  "formula": "C33H38FeN9OS3",
  "method": "the ωB97M-V functional and the def2-TZVPD basis",
  "homo_lumo_gap_ev": [5.40, 5.35],
  "multiplicity": 5,
  "charge": -1,
  "s2": 6.01,
  "de_lowest_kj_mol": 47.6,
  "species": ["Fe", "N", "C", "S", "N", "N", "C", "C", "C", "C", "C", "C", "C", "O", "H", "H", "H", "H", "H", "H", "H", "N", "C", "C", "C", "C", "C", "C", "N", "C", "C", "C", "S", "C", "N", "H", "H", "H", "H", "H", "H", "H", "C", "C", "C", "C", "C", "C", "C", "C", "N", "C", "C", "C", "C", "H", "H", "H", "H", "H", "H", "H", "H", "H", "H", "H", "H", "H", "H", "H", "H", "H", "H", "S", "C", "N", "C", "C", "N", "H", "H", "H", "H", "H", "H"],
  "positions_angstrom": [[0.095, -0.658, 0.377], [1.650, -4.943, 1.063], [0.949, -3.788, 0.745], [0.430, -2.796, 2.032], [0.774, -3.589, -0.538], [-0.019, -2.485, -0.860], [-0.688, -2.676, -1.931], [-1.611, -1.788, -2.586], [-2.204, -2.245, -3.780], [-3.116, -1.498, -4.485], [-3.463, -0.227, -3.987], [-2.913, 0.254, -2.830], [-1.964, -0.500, -2.064], [-1.492, -0.018, -0.990], [2.167, -4.874, 1.923], [2.149, -5.350, 0.286], [-0.549, -3.649, -2.409], [-1.920, -3.231, -4.139], [-3.554, -1.875, -5.400], [-4.179, 0.385, -4.526], [-3.173, 1.233, -2.444], [-3.090, -0.476, 3.519], [-3.970, -1.149, 2.698], [-5.284, -1.564, 2.863], [-5.868, -2.213, 1.788], [-5.167, -2.435, 0.596], [-3.858, -2.017, 0.435], [-3.259, -1.367, 1.508], [-1.991, -0.843, 1.627], [-1.923, -0.332, 2.821], [-0.723, 0.333, 3.279], [-0.459, 0.926, 4.468], [1.080, 1.673, 4.388], [1.279, 1.121, 2.783], [0.269, 0.445, 2.347], [-3.256, -0.180, 4.464], [-5.832, -1.391, 3.781], [-6.892, -2.555, 1.870], [-5.668, -2.942, -0.219], [-3.308, -2.172, -0.483], [-1.077, 0.981, 5.349], [2.139, 1.363, 2.171], [1.666, 5.949, 1.242], [0.836, 4.690, 1.146], [-0.345, 4.580, 1.867], [-1.140, 3.435, 1.703], [-2.444, 3.296, 2.450], [-0.725, 2.429, 0.857], [0.521, 2.455, 0.165], [1.257, 3.658, 0.311], [0.914, 1.347, -0.513], [1.659, 1.492, -1.759], [0.993, 2.554, -2.652], [1.538, 0.154, -2.510], [3.160, 1.832, -1.635], [1.492, 6.466, 2.188], [1.415, 6.644, 0.436], [2.732, 5.730, 1.163], [-0.667, 5.384, 2.523], [-2.977, 4.248, 2.506], [-2.273, 2.959, 3.478], [-3.095, 2.566, 1.965], [-1.368, 1.569, 0.677], [2.202, 3.779, -0.208], [-0.071, 2.326, -2.748], [1.446, 2.557, -3.649], [1.091, 3.556, -2.230], [0.485, -0.055, -2.733], [1.928, -0.665, -1.900], [2.095, 0.179, -3.451], [3.327, 2.813, -1.178], [3.611, 1.855, -2.633], [3.682, 1.084, -1.037], [3.011, -0.740, 0.741], [3.939, -1.831, -0.096], [3.544, -2.953, -0.720], [4.599, -3.488, -1.564], [5.845, -2.877, -0.917], [5.283, -1.671, -0.328], [2.545, -3.160, -0.850], [4.486, -3.158, -2.601], [4.617, -4.577, -1.544], [6.621, -2.647, -1.645], [6.258, -3.549, -0.156], [5.794, -1.106, 0.329]]
}

{
  "formula": "C36H66N2O14S7",
  "method": "the ωB97M-V functional and the def2-TZVPD basis",
  "homo_lumo_gap_ev": 8.24,
  "de_lowest_kj_mol": 0.0,
  "species": ["O", "S", "O", "C", "C", "C", "C", "H", "H", "H", "H", "H", "H", "H", "H", "O", "S", "O", "C", "C", "C", "C", "H", "H", "H", "H", "H", "H", "H", "H", "O", "S", "O", "C", "C", "C", "C", "H", "H", "H", "H", "H", "H", "H", "H", "O", "S", "O", "C", "C", "C", "C", "H", "H", "H", "H", "H", "H", "H", "H", "O", "S", "O", "C", "C", "C", "C", "H", "H", "H", "H", "H", "H", "H", "H", "O", "S", "O", "C", "C", "C", "C", "H", "H", "H", "H", "H", "H", "H", "H", "O", "S", "O", "C", "C", "C", "C", "H", "H", "H", "H", "H", "H", "H", "H", "C", "C", "C", "N", "C", "H", "H", "H", "H", "H", "C", "C", "C", "N", "C", "H", "H", "H", "H", "H"],
  "positions_angstrom": [[-1.737, 0.025, 0.209], [-0.340, 0.422, 0.149], [0.062, 1.813, 0.203], [0.622, -0.508, 1.262], [1.676, -1.314, 0.506], [1.045, -1.654, -0.860], [0.383, -0.367, -1.368], [-0.124, -1.178, 1.705], [0.909, 0.094, 2.127], [2.601, -0.786, 0.264], [1.942, -2.236, 1.018], [0.222, -2.335, -0.598], [1.692, -2.273, -1.478], [-0.439, -0.532, -2.063], [1.040, 0.359, -1.849], [-2.569, -2.422, 3.181], [-3.727, -1.609, 2.887], [-3.841, -0.233, 3.292], [-4.292, -1.752, 1.140], [-5.704, -2.352, 1.221], [-6.283, -2.297, 2.671], [-5.112, -2.511, 3.612], [-3.489, -2.364, 0.731], [-4.210, -0.767, 0.687], [-6.289, -1.772, 0.509], [-5.602, -3.373, 0.853], [-7.020, -3.093, 2.598], [-6.753, -1.326, 2.834], [-5.022, -3.596, 3.543], [-5.181, -2.107, 4.618], [2.256, -8.035, -0.571], [3.206, -7.490, -1.520], [3.433, -8.053, -2.842], [2.847, -5.747, -1.698], [3.443, -5.081, -0.495], [4.813, -5.686, -0.223], [4.826, -7.180, -0.728], [1.820, -5.668, -2.054], [3.410, -5.544, -2.617], [3.598, -4.041, -0.794], [2.833, -5.132, 0.408], [5.073, -5.684, 0.832], [5.579, -5.141, -0.773], [4.895, -7.904, 0.083], [5.664, -7.366, -1.393], [-1.226, 3.324, -6.322], [-1.280, 2.352, -5.243], [-0.661, 1.050, -5.334], [-0.767, 3.179, -3.748], [-2.014, 3.564, -2.986], [-3.105, 2.487, -3.132], [-3.032, 2.185, -4.655], [-0.005, 3.877, -4.088], [-0.321, 2.461, -3.050], [-1.733, 3.934, -1.999], [-2.361, 4.483, -3.481], [-4.031, 2.964, -2.828], [-2.814, 1.590, -2.586], [-3.704, 2.726, -5.319], [-3.227, 1.149, -4.951], [1.845, 1.732, 3.420], [1.750, 3.122, 3.828], [3.002, 3.828, 3.999], [0.681, 4.127, 2.737], [-0.580, 4.480, 3.588], [-0.089, 4.581, 5.025], [0.635, 3.216, 5.260], [0.587, 3.734, 1.729], [1.198, 5.089, 2.692], [-0.858, 5.439, 3.151], [-1.303, 3.697, 3.370], [-0.976, 4.671, 5.650], [0.635, 5.377, 5.179], [-0.052, 2.387, 5.088], [1.048, 3.136, 6.260], [-5.609, 5.953, 1.202], [-5.474, 4.604, 1.722], [-6.171, 4.177, 2.909], [-5.712, 3.341, 0.450], [-4.924, 2.144, 0.989], [-3.535, 2.663, 1.369], [-3.726, 4.066, 1.978], [-5.379, 3.786, -0.488], [-6.783, 3.153, 0.353], [-5.362, 1.792, 1.924], [-4.971, 1.352, 0.243], [-2.733, 2.560, 0.634], [-3.079, 2.021, 2.130], [-3.137, 4.772, 1.390], [-3.496, 4.108, 3.037], [2.600, 4.563, -2.643], [3.662, 3.783, -2.038], [4.199, 2.593, -2.673], [5.024, 4.947, -1.551], [4.935, 5.082, -0.032], [4.386, 3.780, 0.509], [3.130, 3.450, -0.307], [4.920, 5.766, -2.257], [5.925, 4.395, -1.831], [5.880, 5.430, 0.372], [4.131, 5.800, 0.178], [4.138, 3.749, 1.569], [5.184, 3.038, 0.379], [2.409, 4.248, -0.132], [2.725, 2.444, -0.274], [2.781, -1.707, -4.642], [3.882, -1.586, -5.547], [4.014, -2.776, -6.229], [3.031, -3.585, -5.782], [2.267, -3.008, -4.839], [2.439, -0.916, -3.997], [4.469, -0.694, -5.690], [4.679, -3.125, -7.000], [2.844, -4.497, -6.160], [1.394, -3.489, -4.435], [1.447, -5.868, 2.956], [1.382, -4.429, 2.903], [0.192, -4.190, 2.284], [-0.522, -5.316, 2.029], [0.331, -6.369, 2.351], [2.302, -6.406, 3.333], [2.139, -3.740, 3.230], [-0.288, -3.244, 2.069], [-1.399, -5.395, 1.559], [0.064, -7.361, 2.024]]
}